1.
{
  "formula": "C16H26Br3Cl2CuO7",
  "method": "wB97M-V/def2-TZVPD",
  "symbols": ["Cu", "C", "C", "O", "H", "H", "H", "H", "H", "O", "C", "O", "C", "C", "C", "H", "H", "H", "H", "H", "H", "O", "C", "O", "C", "C", "C", "H", "H", "H", "H", "H", "H", "O", "C", "O", "C", "C", "C", "H", "H", "H", "H", "H", "H", "C", "Cl", "Cl", "H", "H", "C", "Br", "Br", "Br", "H"],
  "coordinates": [[-29.06265, -17.06906, -3.31459], [-31.94289, -20.42748, 1.98515], [-32.43316, -19.27226, 1.08952], [-31.30568, -18.41578, 0.76779], [-32.63823, -21.24308, 1.78670], [-31.90516, -20.23135, 3.05669], [-31.04149, -21.02594, 1.85307], [-33.31116, -18.79313, 1.52275], [-32.82441, -19.80698, 0.22403], [-32.98806, -15.02514, 7.89729], [-32.37633, -14.62479, 6.93234], [-31.01086, -14.80376, 6.98206], [-30.39536, -14.05332, 5.96017], [-31.46680, -13.51598, 5.08467], [-32.84079, -14.16596, 5.58148], [-29.70228, -14.70020, 5.42232], [-29.79425, -13.17522, 6.19619], [-31.08223, -13.87477, 4.12995], [-31.60617, -12.43631, 5.03005], [-33.33974, -14.92409, 4.97785], [-33.56443, -13.35645, 5.67705], [-23.70985, -17.34384, 4.55702], [-24.40156, -18.29341, 4.78424], [-24.96477, -18.48763, 5.91633], [-25.56024, -19.78314, 6.11022], [-24.89939, -20.59674, 4.99001], [-24.46769, -19.53430, 3.99045], [-26.59773, -19.55969, 5.86167], [-25.56312, -20.14469, 7.13851], [-25.65949, -21.27729, 4.60633], [-24.00845, -21.07251, 5.39985], [-25.18198, -19.34446, 3.18929], [-23.53256, -19.79947, 3.49718], [-33.12703, -12.62733, -3.41440], [-34.09644, -11.85517, -3.34147], [-34.61263, -11.39914, -4.54022], [-35.64097, -10.52319, -4.35721], [-35.89450, -10.59951, -2.87744], [-34.73497, -11.21038, -2.17184], [-36.44636, -10.97812, -4.93382], [-35.44936, -9.58693, -4.88142], [-36.79399, -11.20028, -2.74294], [-36.13568, -9.56740, -2.62314], [-35.06164, -11.96488, -1.45622], [-34.02537, -10.47172, -1.79907], [-27.10462, -26.63462, 0.59801], [-28.36522, -27.86313, 0.42616], [-26.07322, -26.94612, 1.99243], [-26.53738, -26.59209, -0.33178], [-27.60299, -25.68087, 0.77154], [-38.50468, -23.25917, -0.67746], [-39.44900, -23.26499, 1.09221], [-39.18420, -21.99372, -2.07519], [-38.56365, -25.10794, -1.39048], [-37.47187, -22.95790, -0.50240]],
  "e_tot_ha": -11434.31361,
  "homo_ev": -11.506,
  "de_lowest_kj_mol": 586.0,
  "spin_multiplicity": 2,
  "charge": 1,
  "gap_ev": 3.7836
}


2.
{
  "formula": "C4H17N2O6",
  "method": "wB97M-V/def2-TZVPD",
  "symbols": ["O", "C", "N", "C", "O", "C", "C", "N", "H", "H", "H", "H", "H", "H", "H", "H", "H", "H", "H", "O", "H", "H", "O", "H", "H", "O", "H", "H", "O"],
  "coordinates": [[0.86306, -0.87638, -0.39632], [-0.00051, 0.10081, -0.41027], [0.51774, 1.42840, -0.39119], [-0.38008, 2.45576, 0.11728], [-0.70241, 2.13091, 1.37506], [-1.46985, -0.21640, -0.69026], [-2.49452, 0.01961, 0.41037], [-1.67577, -1.66602, -1.21929], [1.45745, 1.45301, -0.12367], [-1.10036, 2.63164, -0.63339], [0.22378, 3.43029, 0.26574], [-1.83141, 0.39888, -1.62944], [-3.48342, 0.40355, 0.18319], [-2.66623, -0.82372, 1.19469], [-2.06146, 0.95109, 0.91795], [-1.04932, -2.20973, -1.73771], [-1.86783, -2.09670, -0.36727], [-0.02826, 1.30133, 2.29205], [0.00436, -0.28197, 2.49023], [0.48429, 0.47810, 2.78811], [2.47295, 0.48094, 1.72927], [2.26948, -0.28030, 0.39411], [2.83872, 0.34587, 0.84238], [1.02536, -2.76902, -0.45888], [-0.02696, -3.89271, -0.53360], [0.92112, -3.71042, -0.70630], [1.97348, -0.04132, -2.12321], [3.03362, 0.57503, -1.33800], [2.75299, 0.27946, -2.24162]],
  "e_tot_ha": -723.56032,
  "homo_ev": -4.810,
  "de_lowest_kj_mol": 359.7,
  "charge": -1,
  "gap_ev": 8.2000
}